[1]
Entry from the Open Molecules 2025 dataset: one molecule with the formula C23H24N6O2 in a non-equilibrium geometry (the ωB97M-V functional and the def2-TZVPD basis).

As for the SMILES: CN1CCN(c2ccccc2NC(=O)Cn2ncc3c([nH]c4ccccc43)c2=O)CC1. The calculation puts the maximum force at 1.05 eV/Å. Its orbital gap is 7.74 eV. For the LUMO energy, the calculation gives 0.08 eV. As for the energy relative to the best compared isomer or geometry (same formula, charge and spin): 0.0 kcal/mol. As for the charge: 0. The value obtained for the total energy is -37277.1255 eV.

Structure (XYZ):
```
55
Properties=species:S:1:pos:R:3:forces:R:3:mulliken_charge:R:1
C -3.379767 -2.056367 -1.721610 0.0 0.0 0.0 -1.1045
N -2.507085 -1.611745 -0.657861 0.0 0.0 0.0 -0.0821
C -1.965986 -0.289348 -0.912497 0.3 0.0 0.1 -1.2160
C -0.929304 0.045206 0.163177 -0.1 0.1 -0.5 -0.3856
N -1.510534 0.026233 1.490669 0.2 -0.2 0.1 0.1660
C -2.036966 1.220008 1.996813 0.0 0.4 0.1 1.0989
C -3.375569 1.391303 2.338680 0.1 -0.1 -0.1 -0.4961
C -3.838690 2.596551 2.836014 -0.1 0.1 0.1 -0.9003
C -2.972415 3.661982 2.995131 -0.1 -0.1 0.0 -0.7420
C -1.628074 3.503347 2.707430 0.0 0.1 0.0 -0.4595
C -1.149316 2.289613 2.238183 -0.2 0.2 -0.1 -0.2352
N 0.224637 2.055163 2.058964 -0.4 -0.5 0.1 -0.0418
C 1.190815 2.971381 1.842369 0.6 -0.2 -0.1 0.8096
O 1.026450 4.162246 1.701463 0.0 0.3 0.0 -0.6556
C 2.600825 2.344646 1.783642 -0.1 0.4 0.4 -1.3187
N 2.766999 1.437244 0.664873 -0.1 -0.6 0.0 1.0674
N 3.309540 1.982415 -0.420666 0.4 0.8 -0.6 -1.1754
C 3.502271 1.274038 -1.485675 -0.1 0.0 0.2 -0.3899
C 3.155476 -0.093929 -1.528023 -0.4 -0.4 0.9 0.2579
C 2.604334 -0.651274 -0.371430 0.4 0.5 -0.6 0.1592
N 2.322866 -1.967322 -0.579050 -0.1 0.0 0.5 0.0399
C 2.682863 -2.296376 -1.858291 0.2 0.2 -0.5 -0.1779
C 2.589369 -3.512118 -2.523403 0.0 -0.1 0.0 -0.9216
C 3.034431 -3.562257 -3.827402 -0.1 -0.1 0.2 -0.4145
C 3.561219 -2.435117 -4.463636 0.1 0.2 -0.2 -0.7479
C 3.656261 -1.224693 -3.813171 0.0 -0.1 0.0 -0.4850
C 3.213700 -1.145689 -2.495117 -0.1 -0.3 0.1 0.8167
H 4.063075 -0.355395 -4.306495 0.0 0.1 -0.1 0.4555
H 3.898655 -2.521209 -5.485429 0.0 0.0 -0.1 0.3916
H 2.976256 -4.492639 -4.371970 0.0 -0.1 0.0 0.3928
H 2.182477 -4.383662 -2.033789 0.0 -0.1 0.0 0.4113
H 1.923669 -2.581914 0.111141 0.0 0.1 0.0 0.2326
C 2.367097 0.122191 0.811900 0.1 0.1 0.0 0.5063
O 1.853520 -0.280203 1.855573 0.0 -0.3 0.1 -0.7482
H 3.943245 1.792268 -2.321664 0.1 0.1 -0.1 0.4340
H 2.782913 1.788042 2.707089 0.0 0.1 -0.1 0.4095
H 3.321869 3.153537 1.664237 -0.2 -0.2 0.0 0.3798
H 0.501137 1.077233 2.148920 0.1 0.1 0.0 0.3834
H -0.937376 4.315715 2.860339 0.0 0.0 0.0 0.4524
H -3.333843 4.610127 3.362106 0.0 0.1 0.0 0.3863
H -4.884768 2.702962 3.083162 -0.1 0.0 0.0 0.3965
H -4.073097 0.578838 2.206266 0.0 -0.1 -0.1 0.3118
C -2.185389 -1.228951 1.730692 -0.2 -0.2 0.0 -1.2377
C -3.179052 -1.618256 0.629440 0.2 0.0 0.2 -0.4991
H -3.551718 -2.627554 0.822491 0.0 0.0 0.0 0.4722
H -4.041658 -0.927383 0.626734 0.0 -0.1 0.0 0.3482
H -2.684051 -1.191327 2.699871 0.0 0.0 0.0 0.6228
H -1.406876 -1.999746 1.771268 -0.1 0.0 0.0 0.3890
H -0.495615 1.023656 -0.045098 0.0 -0.1 0.0 0.5657
H -0.145408 -0.717114 0.128761 0.0 0.1 -0.1 0.1305
H -1.482921 -0.291401 -1.892802 0.0 0.0 0.0 0.5777
H -2.757024 0.483962 -0.914418 0.0 0.0 0.0 0.3063
H -3.723503 -3.065988 -1.500265 -0.1 0.0 -0.1 0.3399
H -4.259858 -1.406547 -1.851775 0.0 0.0 0.0 0.3754
H -2.820104 -2.074384 -2.655859 0.0 0.0 -0.1 0.3474
```
Positions in Å, forces in eV/Å.

=====

[2]
Entry from the Open Molecules 2025 dataset: C23H24N6O2Rh as an isolated structure in a non-equilibrium geometry (the ωB97M-V functional and the def2-TZVPD basis).

The calculation puts the maximum force at 1.25 eV/Å. Its orbital gap is 7.84 eV. For the LUMO energy, the calculation gives -3.13 eV. As for the energy relative to the best compared isomer or geometry (same formula, charge and spin): 22.9 kcal/mol. As for the charge: +1. The value obtained for the total energy is -40278.1129 eV.

Structure (XYZ):
```
56
Properties=species:S:1:pos:R:3:forces:R:3:mulliken_charge:R:1
Rh -1.360843 -0.324799 -0.059123 0.7 0.7 0.0 -0.2310
O -4.548715 -0.506136 -2.368150 -0.1 0.2 0.0 -0.5753
C -3.564074 -0.154607 -1.781207 0.0 -0.3 0.3 0.1667
O -3.178896 -0.642630 -0.607761 -0.7 0.0 -0.5 -0.6380
C -2.653968 0.916392 -2.318703 0.2 0.1 0.1 0.6834
C -3.057202 1.829441 -3.274687 -0.1 -0.2 0.0 -0.7730
C -2.158133 2.799195 -3.681568 0.1 0.1 0.0 -0.3023
C -0.875083 2.805204 -3.147897 0.0 0.0 -0.1 -0.7901
C -0.541982 1.855966 -2.203409 -0.1 -0.1 0.0 -0.3883
N -1.427194 0.945386 -1.780556 0.5 -0.3 -0.1 0.0057
H -4.059114 1.749775 -3.673012 0.0 0.0 0.0 0.5113
H -2.447064 3.541851 -4.413552 0.0 0.0 0.0 0.4434
H -0.137670 3.527453 -3.468685 0.0 0.0 0.0 0.4410
H 0.451453 1.799644 -1.778951 0.0 0.0 0.0 0.7110
N -2.204784 -1.044948 1.661388 0.7 -0.4 0.1 -0.1788
C -1.509869 -2.016511 2.469421 -0.1 0.2 0.0 0.6883
C -1.282587 -1.796490 3.814633 -0.1 0.0 0.1 -0.8149
C -0.639176 -2.773409 4.560632 0.0 0.0 0.0 -0.6395
C -0.238389 -3.953367 3.948877 0.0 0.0 0.0 -0.7077
C -0.451076 -4.141444 2.591156 0.0 0.0 0.0 -0.7971
C -1.084910 -3.167325 1.825489 0.0 -0.1 -0.2 0.6803
C -1.196663 -3.283373 0.349301 0.4 -0.1 0.2 0.2551
C -1.402852 -4.528379 -0.250869 0.2 0.0 0.1 -0.6353
C -1.313707 -4.693336 -1.621001 0.0 -0.1 0.0 -0.8516
C -0.964769 -3.619106 -2.424806 0.1 0.0 0.0 -0.7820
C -0.773527 -2.367842 -1.853306 0.1 -0.3 0.0 -0.1887
C -0.927953 -2.195940 -0.485297 -0.9 0.1 -0.9 1.1983
H -2.537536 -0.264735 2.217056 0.0 0.0 0.0 0.2523
H -2.994034 -1.466361 1.167218 -0.3 0.0 0.4 0.4699
H -1.622892 -0.878998 4.282559 0.0 0.0 0.0 0.3798
H -0.459625 -2.614467 5.615528 0.0 0.0 0.0 0.4048
H 0.255432 -4.723250 4.526463 0.0 0.0 0.0 0.4058
H -0.098343 -5.043814 2.107798 0.0 0.0 0.0 0.4773
H -1.634576 -5.377158 0.381101 0.0 0.0 0.0 0.5466
H -1.492301 -5.666063 -2.059098 0.0 0.0 0.0 0.4058
H -0.866783 -3.743047 -3.495613 0.0 0.0 0.0 0.4020
H -0.502734 -1.525525 -2.479810 -0.2 0.0 0.0 0.4197
C 4.364466 2.594384 -1.024497 0.0 0.0 0.0 -1.3642
C 3.931818 3.316307 0.248729 -0.1 0.0 -0.1 0.8020
C 2.805844 4.308359 -0.029167 0.0 0.0 0.0 -1.3329
C 3.567071 2.332297 1.364440 -0.1 0.0 0.0 -1.0313
N 2.245261 1.712405 1.182242 0.3 0.0 -0.1 0.5398
C 1.057217 2.071477 1.676456 0.0 0.0 0.0 -0.1126
N 0.139394 1.268542 1.188523 0.8 0.6 0.2 -0.1391
N 0.823246 0.420839 0.382087 -1.1 -0.2 0.4 0.5956
N 2.074286 0.668880 0.362409 -0.1 0.1 0.1 -1.0459
H 4.597092 3.315383 -1.808771 0.0 0.0 0.0 0.3992
H 3.577122 1.935200 -1.396948 0.0 0.0 0.0 0.2535
H 5.254520 1.986697 -0.854937 0.0 0.0 0.0 0.3823
H 4.785578 3.875042 0.641152 0.0 0.0 0.0 0.2914
H 1.936154 3.811200 -0.469677 0.0 0.0 0.0 0.1437
H 3.138958 5.063511 -0.740720 0.0 0.0 0.0 0.4538
H 2.482069 4.830921 0.874771 0.0 0.0 0.0 0.3401
H 3.538026 2.829873 2.332497 0.0 0.0 0.0 0.4179
H 4.282074 1.514319 1.417116 0.0 0.0 0.0 0.3684
H 0.901939 2.887120 2.362738 0.0 0.0 0.0 0.3835
```
Positions in Å, forces in eV/Å.

=====

[3]
Entry from the Open Molecules 2025 dataset: one molecule with the formula C23H24N6O4S in a non-equilibrium geometry (the ωB97M-V functional and the def2-TZVPD basis).

As for the SMILES: COc1cccc(CN(Cc2cccnc2)S(=O)(=O)c2ccc(-n3cnnn3)c(C)c2)c1OC. The calculation puts the maximum force at 1.52 eV/Å. Its orbital gap is 8.72 eV. For the LUMO energy, the calculation gives 0.10 eV. As for the energy relative to the best compared isomer or geometry (same formula, charge and spin): 84.6 kcal/mol. As for the charge: 0. The value obtained for the total energy is -52203.9642 eV.

Structure (XYZ):
```
58
Properties=species:S:1:pos:R:3:forces:R:3:mulliken_charge:R:1
C -3.769084 -0.743773 1.821008 -0.4 0.0 0.0 -1.0970
H -4.063570 0.045734 2.511579 0.0 -0.1 0.0 0.2479
O -2.369554 -0.616033 1.682127 0.5 -0.1 -0.2 -0.2156
C -1.693741 -1.571525 0.969126 0.0 0.1 0.1 1.2825
C -2.332845 -2.522130 0.183581 0.0 0.0 0.1 -0.3223
C -1.606119 -3.432916 -0.561898 0.0 -0.1 0.0 -1.3533
C -0.226917 -3.400159 -0.542349 -0.1 0.0 0.1 -0.4575
C 0.436177 -2.470904 0.244203 -0.2 -0.1 0.4 0.3866
C -0.287533 -1.562667 1.024839 0.0 -0.2 0.0 0.1144
O 0.465883 -0.690731 1.763085 -0.1 -0.1 -0.4 -0.0472
C -0.050403 -0.159771 2.966864 -0.1 0.3 0.4 -1.0663
H -0.532723 -0.930970 3.571440 0.0 0.0 0.0 0.4074
H -0.761850 0.647352 2.783107 0.1 -0.1 0.0 0.2343
H 0.813039 0.229963 3.508084 0.0 0.0 0.0 0.3066
C 1.938452 -2.435673 0.279555 -0.2 -0.4 0.1 -1.4590
N 2.433100 -1.199622 -0.299521 -0.3 0.1 -0.9 0.5779
S 1.952749 -0.970781 -1.890889 -0.2 0.2 -0.1 1.4475
O 1.829267 -2.225306 -2.579144 -0.2 -0.1 0.2 -0.7457
O 2.808425 0.026968 -2.461090 0.1 0.1 0.2 -0.7276
C 0.323728 -0.248473 -1.702540 0.4 -0.2 -0.1 -0.2982
C 0.208920 0.884777 -0.927059 -0.1 0.1 -0.1 -0.5453
C -1.025667 1.487129 -0.718720 -0.1 -0.2 -0.1 1.1665
C -2.131356 0.913742 -1.355001 0.8 -0.6 -0.2 0.0270
C -2.008791 -0.223733 -2.148510 0.0 0.2 0.0 -0.3288
C -0.771468 -0.809420 -2.328874 0.1 0.0 -0.1 -0.6188
H -0.640294 -1.691695 -2.932449 -0.1 -0.1 -0.1 0.5997
H -2.893658 -0.636808 -2.607628 0.0 0.0 0.0 0.5069
N -3.423797 1.438827 -1.195877 -0.9 1.2 0.2 0.5750
C -3.891137 2.712398 -1.201292 0.1 -0.6 -0.1 -0.0109
N -5.187543 2.676788 -1.045002 0.2 1.1 0.0 -0.4153
N -5.514042 1.396264 -0.940408 -0.9 -0.4 0.1 -0.6445
N -4.497842 0.650603 -1.035085 0.7 -1.0 -0.1 -0.2773
H -3.299166 3.588455 -1.345315 0.2 0.2 0.0 0.4589
C -1.127470 2.680383 0.179882 0.0 0.0 0.0 -2.3227
H -0.295952 2.680309 0.879462 0.0 0.0 0.1 0.3201
H -2.059688 2.678165 0.742204 0.0 0.0 0.1 0.5348
H -1.073338 3.604002 -0.396923 0.0 0.1 0.0 0.4209
H 1.098154 1.287664 -0.469747 0.0 0.1 0.1 0.5673
C 3.829180 -0.866024 -0.059117 0.4 0.3 -0.2 -1.3124
C 3.972879 0.621234 0.087509 0.2 0.3 0.2 0.7375
C 4.933649 1.351429 -0.603368 -0.2 -0.4 0.2 -0.4010
N 5.081202 2.657811 -0.484058 0.4 0.3 -0.3 -0.6517
C 4.266670 3.312024 0.325053 -0.2 0.2 0.2 -0.3962
C 3.270921 2.690772 1.063576 0.0 -0.1 0.0 -0.2872
C 3.126814 1.318286 0.943265 0.3 0.0 0.0 -0.2194
H 2.370529 0.777025 1.492931 -0.1 0.0 0.0 0.4656
H 2.631087 3.264688 1.717865 0.0 0.1 0.0 0.3936
H 4.424642 4.381200 0.382542 -0.1 0.1 0.1 0.3661
H 5.615150 0.862098 -1.285799 0.0 -0.2 -0.1 0.3584
H 4.467453 -1.227443 -0.873761 0.1 0.0 0.2 0.4156
H 4.140635 -1.354344 0.869461 -0.1 -0.1 -0.1 0.4632
H 2.334855 -3.305270 -0.260761 0.0 0.0 0.2 0.2709
H 2.276373 -2.466716 1.319839 0.0 0.0 -0.1 0.5804
H 0.348186 -4.086682 -1.142249 0.1 -0.1 -0.1 0.3529
H -2.126603 -4.159881 -1.165215 -0.1 -0.1 -0.1 0.3797
H -3.408915 -2.540890 0.133735 -0.1 0.0 0.0 0.4359
H -4.286733 -0.601690 0.867493 0.1 -0.1 0.2 0.3998
H -4.040336 -1.714035 2.246232 0.0 0.0 0.0 0.4192
```
Positions in Å, forces in eV/Å.

=====

[4]
Entry from the Open Molecules 2025 dataset: C23H24N6OPbSeSi as an isolated structure in a non-equilibrium geometry (the ωB97M-V functional and the def2-TZVPD basis).

The calculation puts the maximum force at 3.43 eV/Å. Its orbital gap (alpha / beta) is 6.00 / 5.19 eV. For the LUMO energy (alpha / beta), the calculation gives -8.34 / -9.09 eV. As for the energy relative to the best compared isomer or geometry (same formula, charge and spin): 22.0 kcal/mol. As for the charge: +2. The value obtained for the total energy is -113683.4264 eV.

Structure (XYZ):
```
57
Properties=species:S:1:pos:R:3:forces:R:3:mulliken_charge:R:1
Pb 2.463828 -0.799933 -0.588621 1.3 -0.7 -0.2 1.2561
N 3.787229 0.818237 3.505664 0.3 1.7 -0.6 0.0736
C 3.439806 -0.265690 2.861268 -0.4 -1.3 -0.5 -0.2389
N 2.912883 0.037960 1.676678 0.3 1.6 0.8 -0.1365
C 3.025584 1.430030 1.664164 1.1 -1.2 1.5 0.0522
N 3.627332 1.950486 2.725033 -1.3 -1.9 0.4 -0.5246
C 2.804807 2.236871 0.519068 -0.3 1.8 -1.7 0.5583
C 3.029363 3.614148 0.589151 -0.1 -0.5 0.5 -0.3937
N 2.996215 4.425798 -0.431280 -0.3 0.2 -1.0 -0.5259
C 2.782136 3.864107 -1.633993 0.3 0.2 0.2 -0.3824
C 2.620740 2.497662 -1.737610 -1.0 -0.2 0.2 -0.4776
N 2.512113 1.717308 -0.658434 0.7 -1.0 0.0 0.1184
H 4.038985 0.918766 4.469520 0.5 0.0 0.3 0.2265
H 3.652267 -1.274991 3.218851 -0.4 0.4 0.0 0.4546
H 3.198919 3.986073 1.565512 0.3 0.8 0.7 0.5815
H 2.723757 4.503095 -2.520858 0.2 -0.2 0.4 0.3884
H 2.460018 1.994344 -2.666054 -0.1 0.0 -0.6 0.5026
Se 7.675602 -0.949288 -1.233488 1.3 -0.4 0.0 0.2248
C 5.987219 -0.525912 -1.407739 -3.1 1.1 0.0 0.3150
N 4.859926 -0.174353 -1.462356 2.5 -0.4 -0.2 -0.5457
C -3.780522 -1.003730 -1.838602 0.6 -0.4 1.1 -1.6333
C -2.289730 -1.352447 -2.256386 -2.6 -1.0 -2.0 1.5797
C -1.733261 -0.686906 -3.560382 -0.8 -1.7 1.0 -1.4654
C -2.099553 -2.886942 -2.418796 0.8 1.3 1.0 -1.7454
Si -1.097664 -0.854727 -0.567899 3.2 -1.0 0.6 -0.4340
O 0.476422 -1.065196 -1.057374 -3.2 0.3 -0.4 -0.4603
C -1.359380 -2.108106 0.816430 -1.0 -0.6 0.1 0.5896
C -0.352516 -2.739302 1.613224 -0.3 1.1 -1.5 -0.3026
C -0.646166 -3.591886 2.654690 1.9 -0.3 0.0 -0.4485
C -1.958862 -3.782807 3.027017 -0.6 -0.3 -0.1 -0.5393
C -2.967256 -3.171410 2.284202 -1.0 -0.4 -0.9 -0.6010
C -2.707090 -2.437060 1.100110 0.8 0.3 1.4 -0.0299
C -1.356778 0.900455 -0.138158 -1.0 0.4 1.1 1.0592
C -1.934369 1.148137 1.152742 0.0 0.3 -1.0 -0.3851
C -2.219741 2.444377 1.585279 -0.4 -0.4 0.3 -0.5747
C -1.888270 3.533946 0.792637 0.9 -1.6 -0.4 -0.7561
C -1.071556 3.270729 -0.312061 0.1 0.5 -1.6 -0.5284
C -0.920435 1.993602 -0.892532 0.0 0.4 0.7 -0.2543
H -4.357526 -0.621258 -2.656582 0.1 0.4 -0.9 0.4615
H -3.853739 -0.243960 -1.053348 0.2 0.2 -0.2 0.4025
H -4.404183 -1.843667 -1.451141 1.0 0.1 -0.3 0.4304
H -1.836410 -1.505001 -4.320671 -0.2 0.8 0.4 0.4327
H -0.677894 -0.634999 -3.423241 1.0 0.6 -0.2 0.3683
H -2.220299 0.201869 -3.921411 0.0 0.4 0.2 0.3351
H -2.886796 -3.281135 -3.027678 -0.8 0.1 -0.5 0.5264
H -2.133719 -3.407899 -1.481480 0.0 -0.4 0.4 0.4233
H -1.171284 -3.064838 -2.928426 0.5 -0.3 -0.1 0.4640
H 0.693943 -2.582249 1.348200 -0.2 0.0 0.1 0.0036
H 0.268301 -4.100225 3.077757 -1.5 0.4 0.0 0.3322
H -2.231215 -4.489921 3.810901 0.1 0.4 -0.1 0.3971
H -4.008901 -3.404474 2.553677 0.5 0.3 -0.1 0.3855
H -3.507766 -2.017486 0.469253 0.3 -0.4 0.7 0.2286
H -2.268577 0.329497 1.770518 0.1 -0.2 0.1 0.4262
H -2.737247 2.590830 2.544917 0.2 -0.1 -0.6 0.4093
H -2.284248 4.494981 1.011568 0.3 0.8 0.3 0.4964
H -0.587769 4.095545 -0.853126 -0.6 -0.1 0.2 0.3966
H -0.486683 1.868956 -1.908316 -0.2 0.2 0.9 0.4834
```
Positions in Å, forces in eV/Å.

=====

What is the charge in the third record? 0

=====

Among the records above, which one has the highest charge? C23H24N6OPbSeSi